--- one ---
Formula: C4H3NO2
Source: OMol25
Level of theory: ωB97M-V/def2-TZVPD

The geometry in XYZ format:
```
10
C4H3NO2 (ωB97M-V/def2-TZVPD)
H -0.04294 1.47205 0.87517
H -1.35443 0.11067 -1.92271
H 2.41831 0.63711 1.11749
O -2.64888 0.48762 -0.38167
N -0.09951 -1.65598 -0.30728
C -0.46174 -0.48678 -0.02485
C 0.33721 0.51092 0.57393
C -1.63876 0.06900 -0.85514
C 1.62914 0.01427 0.66702
O 1.86159 -1.15889 0.25803
```

Kohn-Sham gap (alpha / beta) = 7.69 / 7.69 eV
multiplicity = 1


--- two ---
Formula: C4H3NO2
Source: OMol25
Level of theory: ωB97M-V/def2-TZVPD

The geometry in XYZ format:
```
10
C4H3NO2 (ωB97M-V/def2-TZVPD)
C 1.06094 -1.03401 -0.16309
H -2.51654 1.02968 0.98016
C -1.29096 -0.29699 -0.24390
H -1.99785 -0.41996 -1.05606
N -0.10062 -0.75831 -0.35895
C -1.55441 0.48589 0.97674
H 2.35010 -0.12607 -1.65628
O 2.68428 0.64294 0.20103
O -0.76538 0.57090 1.89202
C 2.13044 -0.09408 -0.57167
```

Kohn-Sham gap (alpha / beta) = 8.55 / 8.55 eV
multiplicity = 1


Pick two: it beats the second-best structure by 0.0357 hartree.